ORCA calculation (ωB97M-V/def2-TZVPD) on a molecular structure, C38H47CrNO7PS2Te.

CARTESIAN COORDINATES (ANGSTROEM)
1 Cr 1.47553 0.24836 -0.39782
2 O 1.98006 5.72450 2.08778
3 C 1.87530 4.46777 1.52682
4 C 2.83036 4.06310 0.55528
5 C 2.65440 2.79148 0.01275
6 N 1.66827 2.00955 0.38500
7 C 0.75651 2.34812 1.35579
8 C 0.85290 3.65669 1.93092
9 C -0.23724 1.34019 1.57005
10 O -1.25434 1.47839 2.29517
11 O -0.02947 0.18749 0.91246
12 C 3.52274 2.13911 -1.05676
13 O 4.47895 2.73346 -1.53854
14 O 3.13503 0.94269 -1.38757
15 H 2.74577 6.14940 1.69144
16 H 3.65009 4.69182 0.23368
17 H 0.13546 3.98197 2.67178
18 O 1.37290 -1.89411 -0.79921
19 S 1.48513 -3.18255 -1.53121
20 C 2.47528 -4.28224 -0.45674
21 C 3.38579 -3.50798 0.48949
22 C 2.71596 -3.13810 1.81201
23 C 3.67067 -2.37097 2.72339
24 S 3.62429 -0.56532 2.37286
25 O 2.88841 -0.47983 1.07857
26 C 2.54458 -0.07212 3.70132
27 C 1.17728 -0.28786 3.64643
28 C 0.39148 0.15294 4.70141
29 C 0.97823 0.77808 5.79374
30 C 2.35012 0.98698 5.83658
31 C 3.14286 0.57150 4.77583
32 C 2.72200 -2.93183 -2.80227
33 C 2.79705 -3.84266 -3.84669
34 C 3.74596 -3.65233 -4.84009
35 C 4.59262 -2.55160 -4.78377
36 C 4.49126 -1.63999 -3.74336
37 C 3.54899 -1.82267 -2.73871
38 H 3.03834 -4.91876 -1.14041
39 H 1.75929 -4.90620 0.08249
40 H 3.74248 -2.59955 -0.00102
41 H 4.26441 -4.12646 0.69827
42 H 2.39491 -4.04950 2.32497
43 H 1.82417 -2.54092 1.61456
44 H 4.70449 -2.68161 2.55470
45 H 3.44358 -2.49331 3.78121
46 H 0.72174 -0.71725 2.76203
47 H -0.68267 0.04634 4.63393
48 H 0.35601 1.13380 6.60587
49 H 2.79874 1.50241 6.67647
50 H 4.20890 0.76861 4.76820
51 H 2.11067 -4.68155 -3.89151
52 H 3.81250 -4.35062 -5.66473
53 H 5.32513 -2.39675 -5.56615
54 H 5.13169 -0.76747 -3.70791
55 H 3.45024 -1.08340 -1.95160
56 C -8.95156 0.16336 1.76834
57 C -7.48261 -0.06166 1.52160
58 C -6.57533 0.98851 1.56361
59 C -5.21446 0.79812 1.34329
60 C -4.28826 1.98368 1.37502
61 C -4.73481 -0.49510 1.07756
62 Te -2.63462 -0.76288 0.77065
63 C -5.63805 -1.56493 1.03010
64 C -5.20631 -2.98483 0.75743
65 C -6.99326 -1.33003 1.24776
66 H -9.17075 1.22500 1.88644
67 H -9.28474 -0.34853 2.67443
68 H -9.55621 -0.21433 0.94072
69 H -6.93462 1.99219 1.77160
70 H -4.81853 2.88125 1.69789
71 H -3.87899 2.17024 0.37664
72 H -3.42703 1.83012 2.03065
73 H -4.18636 -3.04182 0.38130
74 H -5.86368 -3.45231 0.02087
75 H -5.25084 -3.58492 1.67041
76 H -7.68347 -2.16913 1.20113
77 C -2.03313 3.19015 -2.29177
78 C -1.00498 2.53038 -1.37740
79 P 0.03666 1.18603 -2.08354
80 C 0.93144 2.10931 -3.40142
81 C 1.80471 1.24090 -4.30077
82 C -1.21875 0.24176 -3.06405
83 C -0.83185 -1.21383 -3.30763
84 H -2.55425 3.98598 -1.75451
85 H -2.78906 2.47968 -2.63278
86 H -1.57463 3.64098 -3.17452
87 H -1.50174 2.10408 -0.50300
88 H -0.30406 3.27310 -0.98707
89 H 1.54821 2.85361 -2.88995
90 H 0.19307 2.65319 -3.99766
91 H 2.57678 0.75343 -3.70795
92 H 2.29502 1.84885 -5.06463
93 H 1.21676 0.47613 -4.81578
94 H -1.40571 0.76801 -4.00543
95 H -2.14479 0.26447 -2.48435
96 H 0.13410 -1.30583 -3.81123
97 H -1.58125 -1.72632 -3.91669
98 H -0.76383 -1.73529 -2.35252

Atomic forces in eV per Å
-0.06 -0.25 -0.24
-0.02 -0.02 0.01
0.10 0.06 -0.05
-0.03 -0.02 0.05
0.07 0.01 -0.03
-0.07 0.20 0.18
0.06 0.13 -0.02
-0.09 -0.14 0.01
-0.08 -0.23 -0.08
0.13 -0.01 0.00
-0.03 0.24 0.01
-0.02 -0.05 -0.03
-0.01 -0.01 0.02
0.04 0.12 0.04
0.01 0.02 -0.01
-0.02 0.00 0.00
0.02 0.02 -0.01
-0.10 -0.09 0.13
0.09 0.01 -0.19
-0.01 0.04 0.02
0.04 -0.02 0.00
-0.01 -0.02 0.01
0.00 -0.03 0.01
-0.01 0.05 -0.08
0.12 -0.07 0.09
0.08 0.02 0.01
-0.04 0.03 -0.03
-0.02 -0.01 -0.01
-0.02 0.00 0.01
0.04 0.00 -0.02
-0.03 0.02 0.03
0.00 0.04 0.08
0.02 -0.03 -0.07
-0.05 -0.03 0.04
0.03 0.02 -0.02
0.01 0.03 0.00
-0.01 0.00 -0.01
-0.04 -0.03 0.00
-0.01 0.05 0.03
0.00 0.00 0.02
0.01 0.00 -0.01
0.02 -0.01 0.01
-0.01 -0.02 0.00
-0.01 0.00 0.01
-0.01 -0.01 -0.01
-0.01 -0.01 0.00
0.01 0.00 -0.01
0.01 0.00 -0.01
0.00 -0.01 0.00
-0.01 -0.01 0.00
0.01 0.01 0.00
0.00 0.00 0.00
-0.01 0.00 0.00
-0.02 0.00 0.01
0.01 0.01 -0.01
-0.01 0.00 0.00
0.00 0.00 0.00
0.00 -0.01 0.02
-0.01 0.00 -0.01
-0.02 0.00 0.02
0.00 0.01 0.07
-0.04 -0.02 -0.01
0.01 0.03 -0.01
-0.01 -0.01 0.00
0.01 0.00 -0.02
0.00 -0.01 0.00
0.00 0.00 0.00
0.01 0.00 0.00
0.00 -0.01 0.00
-0.01 -0.01 -0.02
0.01 -0.01 0.01
-0.06 0.00 -0.05
0.00 0.01 -0.01
-0.01 0.00 0.02
0.01 0.01 0.00
0.00 0.00 0.00
-0.01 0.01 -0.01
-0.01 0.01 -0.02
0.01 0.04 0.07
-0.03 0.02 0.00
-0.02 -0.03 0.00
0.04 -0.04 0.00
-0.02 -0.02 0.01
0.00 -0.01 -0.01
0.02 0.01 0.01
0.00 -0.01 0.01
-0.01 -0.03 0.00
0.00 0.00 0.01
0.02 -0.01 0.00
0.02 0.02 -0.01
0.01 -0.02 0.00
0.00 0.00 0.01
0.00 0.01 0.01
-0.02 -0.02 0.00
0.00 0.01 0.01
0.00 0.00 0.02
0.01 0.02 -0.01
0.00 0.00 0.00

The calculation puts the energy above the lowest of the compared OMol25 structures with the same formula, charge and spin at 3.278 eV. Its spin multiplicity is 5. The net charge is -1. For the gap between HOMO and LUMO (alpha / beta), the calculation gives 3.50 / 4.51 eV. The expectation value of S² is 6.04.

=====

ORCA calculation (ωB97M-V/def2-TZVPD) on 2 unconnected molecules or ions with the total composition C5H18NOSi2 at a distorted geometry.

CARTESIAN COORDINATES (ANGSTROEM)
1 C 1.12657 0.96582 1.15390
2 C 2.51484 -1.12155 0.87544
3 C -2.53071 -1.24740 1.57027
4 C 1.27105 -0.34881 0.32064
5 C 1.24947 -0.06625 -1.14123
6 N 2.71760 0.48295 -1.47763
7 O -2.74180 0.21157 -1.00038
8 Si -3.50342 1.74693 -1.37701
9 Si -2.21882 -1.04448 -0.24368
10 H 0.03475 1.08807 0.93434
11 H 1.41584 0.77366 2.10366
12 H 1.61806 1.84649 0.72253
13 H 2.54926 -1.29635 1.92866
14 H 2.67579 -1.93683 0.29886
15 H 3.45297 -0.52257 0.80206
16 H -3.58875 -0.85179 1.97265
17 H -2.50910 -2.25549 1.79527
18 H -1.76416 -0.77109 2.12952
19 H 0.43734 -1.04828 0.40974
20 H 1.11958 -1.07910 -1.55010
21 H 3.22697 0.67097 -0.68207
22 H 2.50461 1.37936 -1.90909
23 H 3.21795 -0.08335 -2.16257
24 H -4.99372 1.59550 -1.33188
25 H -3.02013 2.04318 -2.65063
26 H -3.06100 2.65522 -0.38011
27 H -1.20101 -1.78638 -1.11116

Atomic forces in eV per Å
-2.66 -0.83 -4.06
0.24 3.39 0.34
-3.21 1.84 -0.55
2.11 0.73 1.30
-0.10 -0.49 -0.03
-2.87 -0.13 -3.07
-1.08 0.77 -0.13
-0.76 -1.63 0.81
1.58 0.64 -0.22
0.64 0.89 1.15
0.41 -0.05 3.26
0.14 -0.41 0.03
-0.67 -0.60 0.73
0.52 -3.03 -1.42
-0.48 -0.01 -0.28
2.37 -0.65 -1.23
0.14 -2.30 0.58
0.86 0.65 0.43
-0.46 0.13 0.70
0.80 0.22 -0.84
1.65 0.11 2.21
0.29 -0.12 -0.15
0.14 0.04 0.34
0.59 -0.18 0.01
0.49 0.35 -1.47
0.36 0.59 0.76
-1.05 0.10 0.79

The net charge is +1. For the gap between HOMO and LUMO, the calculation gives 5.18 eV.

=====

ORCA calculation (ωB97M-V/def2-TZVPD) on 2 unconnected molecules or ions with the total composition C2H7N2O at a distorted geometry.

CARTESIAN COORDINATES (ANGSTROEM)
1 C 1.37342 -1.11499 1.09678
2 O 0.08302 -0.47615 1.44745
3 H 1.27273 -2.14795 1.06041
4 H 2.17370 -0.88944 1.83909
5 H 1.81778 -0.84483 -0.00139
6 N -0.12946 1.25894 -1.45383
7 C -1.07093 1.11892 -0.42122
8 N -2.28945 0.92592 -0.89007
9 H 0.82895 0.91125 -1.31845
10 H -0.48080 0.92855 -2.36994
11 H -0.78816 -0.04270 1.18603
12 H -2.79079 0.37248 -0.17485

Atomic forces in eV per Å
-1.27 3.36 -2.27
2.70 -1.91 2.47
-0.47 -2.04 0.06
-0.86 0.33 -0.34
-1.14 -0.15 2.36
0.74 0.19 -0.96
-1.00 -1.16 0.03
0.48 -0.94 0.03
-0.98 0.52 0.46
-0.04 0.21 0.51
1.94 0.26 -2.20
-0.11 1.34 -0.16

The calculation puts the energy above the lowest of the compared OMol25 structures with the same formula, charge and spin at 3.355 eV. The net charge is -1. For the gap between HOMO and LUMO, the calculation gives 5.62 eV.